The following is a quantum chemistry calculation of 2 unconnected molecules or ions with the total composition C11H14OSi at a distorted geometry, from the OMol25 dataset.

Summary:
orbital gap = 7.8 eV
strongest force on any atom = 8.3 eV Å⁻¹
highest occupied orbital energy = -7.904 eV

Last column: Löwdin charge in e.
Element x y z (Å)
C (-0.12237, 1.58204, 3.39856)  -0.14
O (0.15221, 0.25267, 3.10294)  -0.37
Si (-0.52849, -0.85741, 2.17058)  0.82
C (-1.69465, -0.45999, 0.91951)  -0.35
C (-1.82643, 0.80466, 0.19857)  -0.19
C (-2.35203, 0.67577, -0.99720)  -0.10
C (-2.52998, -0.77877, -1.18259)  -0.11
C (-2.05122, -1.32882, -0.12544)  -0.28
H (-0.39215, 2.03944, 2.46182)  0.04
H (0.84607, 1.89889, 3.88951)  0.12
H (-1.18339, 1.58648, 3.91804)  0.13
H (-0.11548, -1.90852, 3.06751)  0.00
H (-1.46055, 1.83751, 0.66505)  0.13
H (-2.65080, 1.38656, -1.70488)  0.08
H (-2.71321, -1.41289, -2.02807)  0.10
H (-2.15974, -2.40021, -0.00904)  0.10
C (1.70295, 0.94839, -1.72588)  -0.13
C (1.92481, 0.11356, -2.69314)  -0.12
C (1.94370, -1.24894, -2.15261)  -0.19
C (1.88967, -0.99614, -0.70046)  -0.15
C (1.78812, 0.25081, -0.50238)  -0.18
H (1.47036, 2.04776, -1.82180)  0.13
H (2.14814, 0.55756, -3.63721)  0.11
H (1.23556, -1.79144, -2.62353)  0.08
H (2.85786, -1.66185, -2.69251)  0.15
H (2.07368, -1.85799, 0.20884)  0.17
H (1.74736, 0.72086, 0.59583)  0.15



The following is a quantum chemistry calculation of a molecular structure, C31H80F3GaNO13 at a distorted geometry, from the OMol25 dataset.

Summary:
orbital gap = 7.2 eV
strongest force on any atom = 2.7 eV Å⁻¹
charge = -1
highest occupied orbital energy = -5.144 eV

Last column: Löwdin charge in e.
Element x y z (Å)
C (3.25023, -0.92668, 1.71722)  -0.07
C (2.01945, -0.49131, 2.23019)  -0.25
C (1.06431, 0.42456, 1.37459)  -0.24
Ga (-0.69191, -0.45014, 0.74679)  0.50
C (-2.20863, -0.43525, 2.15620)  -0.22
C (-3.43049, -1.31203, 1.60719)  -0.30
N (-4.54154, -1.54039, 2.25896)  0.01
C (-0.50622, -2.34659, -0.03760)  -0.23
C (0.66241, -3.24507, 0.57752)  -0.18
C (0.51874, -3.56936, 2.11547)  -0.40
O (1.08029, -4.59003, 2.55125)  0.02
O (-0.16644, -2.75791, 3.04704)  0.01
C (-1.39307, 0.75418, -0.82969)  -0.41
F (-0.32504, 1.03995, -1.72825)  -0.04
F (-2.42868, 0.12485, -1.59091)  -0.03
F (-1.87625, 1.96637, -0.22524)  -0.04
H (4.10302, -1.34496, 2.32119)  0.04
H (3.38057, -0.90473, 0.58441)  0.06
H (1.67633, -0.74188, 3.28847)  0.09
H (1.60723, 0.91190, 0.49823)  0.05
H (0.76301, 1.29700, 2.05788)  0.06
H (-1.87312, -0.73800, 3.19274)  0.04
H (-2.56836, 0.65331, 2.20910)  0.05
H (-3.32748, -1.75455, 0.55858)  0.07
H (-4.43770, -1.04166, 3.16443)  0.03
H (-1.46890, -2.95966, 0.07565)  0.06
H (-0.32884, -2.24795, -1.16400)  0.06
H (1.68422, -2.82540, 0.29444)  0.11
H (0.60870, -4.25753, 0.04272)  0.11
H (0.48562, -2.59584, 3.76579)  0.10
C (1.18368, 4.39227, -1.83301)  -0.07
C (1.00367, 4.84052, -3.26685)  -0.32
O (1.20753, 3.74303, -4.15441)  -0.09
H (2.18543, 3.98113, -1.68198)  0.08
H (1.03707, 5.22634, -1.14348)  0.05
H (0.47286, 3.59939, -1.58403)  0.07
H (1.73032, 5.61720, -3.51769)  0.08
H (-0.00201, 5.24265, -3.42912)  0.11
H (0.55765, 3.06410, -3.93281)  0.08
C (-0.69275, -7.61576, 2.53670)  -0.08
C (-0.10518, -8.99230, 2.29901)  -0.33
O (0.68953, -8.99394, 1.11793)  -0.09
H (-1.30603, -7.30854, 1.68639)  0.09
H (-1.30976, -7.60508, 3.43826)  0.05
H (0.09988, -6.87004, 2.64390)  0.05
H (-0.89904, -9.73113, 2.17069)  0.11
H (0.52039, -9.30043, 3.14416)  0.10
H (1.39391, -8.34618, 1.24111)  0.08
C (-2.52909, -8.08357, 6.49864)  -0.09
C (-3.85332, -8.13248, 5.76142)  -0.32
O (-3.69367, -8.77888, 4.50330)  -0.09
H (-1.78124, -7.54952, 5.90766)  0.07
H (-2.63759, -7.58427, 7.46440)  0.07
H (-2.14221, -9.09305, 6.66637)  0.07
H (-4.22523, -7.12302, 5.57743)  0.10
H (-4.60463, -8.67654, 6.34334)  0.11
H (-3.37369, -9.67261, 4.67366)  0.08
C (4.68504, 4.60434, -7.07873)  -0.09
C (4.94870, 4.73775, -5.59165)  -0.31
O (3.90758, 5.48594, -4.97579)  -0.10
H (4.61852, 5.59002, -7.54595)  0.08
H (5.47996, 4.03540, -7.56716)  0.07
H (3.73101, 4.10080, -7.25838)  0.08
H (5.89124, 5.26002, -5.41614)  0.11
H (5.00484, 3.75428, -5.11425)  0.10
H (3.07747, 5.01164, -5.12871)  0.06
C (6.59140, 6.18069, -2.23858)  -0.09
C (5.50874, 6.84314, -1.40949)  -0.31
O (4.47394, 7.33747, -2.25309)  -0.10
H (7.01322, 6.89032, -2.95496)  0.08
H (7.39465, 5.80247, -1.60191)  0.07
H (6.18043, 5.34880, -2.81705)  0.06
H (5.91793, 7.68650, -0.84974)  0.11
H (5.07447, 6.13408, -0.69741)  0.11
H (4.10947, 6.58392, -2.74026)  0.06
C (-2.51599, -3.66116, 6.85828)  -0.09
C (-1.70683, -3.44006, 5.59470)  -0.32
O (-0.83981, -2.32033, 5.75286)  -0.09
H (-3.10747, -2.77339, 7.09478)  0.08
H (-3.18972, -4.51412, 6.74641)  0.06
H (-1.85741, -3.84330, 7.71321)  0.07
H (-2.36561, -3.23749, 4.74915)  0.11
H (-1.10338, -4.32216, 5.35816)  0.11
H (-0.25291, -2.50765, 6.49541)  0.08
C (5.86268, -0.65735, -4.87681)  -0.10
C (5.46063, 0.75103, -4.48511)  -0.33
O (6.58617, 1.45613, -3.97282)  -0.09
H (6.26802, -1.19316, -4.01541)  0.08
H (5.00753, -1.21349, -5.26749)  0.07
H (6.64731, -0.63794, -5.63915)  0.07
H (4.69346, 0.72776, -3.70961)  0.12
H (5.06420, 1.29880, -5.34670)  0.10
H (7.25503, 1.47947, -4.66720)  0.08
C (-8.00543, -7.77685, 4.78901)  -0.10
C (-8.37503, -6.35327, 5.15826)  -0.33
O (-7.24430, -5.66927, 5.68501)  -0.09
H (-7.63041, -8.31445, 5.66338)  0.07
H (-8.86896, -8.31355, 4.38867)  0.07
H (-7.20738, -7.78769, 4.04139)  0.07
H (-9.15654, -6.34684, 5.92039)  0.11
H (-8.74102, -5.80572, 4.28375)  0.11
H (-6.56056, -5.66911, 5.00395)  0.08
C (-5.47054, -1.50531, -2.94204)  -0.09
C (-5.28535, -2.96311, -2.56727)  -0.33
O (-4.46647, -3.07425, -1.41202)  -0.09
H (-4.50404, -1.03358, -3.13353)  0.07
H (-6.09453, -1.40718, -3.83439)  0.07
H (-5.93883, -0.95211, -2.12321)  0.08
H (-4.79785, -3.50735, -3.37856)  0.11
H (-6.25069, -3.43932, -2.36272)  0.10
H (-4.90734, -2.59855, -0.69553)  0.07
C (1.84042, 8.24211, -5.62053)  -0.09
C (0.76388, 8.90348, -4.78266)  -0.32
O (-0.27699, 9.40347, -5.61690)  -0.09
H (2.25933, 8.95304, -6.33706)  0.08
H (2.64648, 7.86018, -4.98997)  0.06
H (1.42487, 7.41244, -6.20024)  0.08
H (1.17798, 9.74379, -4.22248)  0.11
H (0.33246, 8.19253, -4.07025)  0.10
H (-0.64528, 8.65566, -6.10178)  0.08
C (0.67337, 9.33390, -0.59728)  -0.09
C (1.26356, 8.39069, 0.43314)  -0.31
O (1.69890, 7.18945, -0.18993)  -0.10
H (-0.16953, 8.86307, -1.10898)  0.08
H (0.32922, 10.25926, -0.12883)  0.07
H (1.41386, 9.58202, -1.36311)  0.07
H (0.51558, 8.12827, 1.18352)  0.11
H (2.11616, 8.85311, 0.94173)  0.11
H (2.36866, 7.42746, -0.84781)  0.06



The following is a quantum chemistry calculation of C5H4ClNS in the gas phase at a distorted geometry, from the OMol25 dataset.

Summary:
orbital gap = 8.5 eV
strongest force on any atom = 4.5 eV Å⁻¹
highest occupied orbital energy = -9.064 eV

Last column: Löwdin charge in e.
Element x y z (Å)
S (-2.82700, 0.56971, -0.16854)  0.65
C (-1.34751, -0.45161, -0.01266)  -0.48
C (-0.10849, 0.00648, -0.14385)  -0.33
C (0.90235, -1.08401, -0.00928)  -0.18
N (2.06306, -0.66010, -0.03138)  0.05
C (2.08451, 0.74508, -0.18191)  -0.09
C (0.81033, 1.13697, -0.07528)  -0.66
Cl (0.10252, 2.69566, 0.00182)  0.68
H (-3.69683, -0.53210, 0.72738)  0.03
H (-1.58142, -1.57221, 0.19176)  0.11
H (0.67784, -2.16977, -0.11916)  0.13
H (2.92063, 1.31589, -0.17891)  0.08